DFT (ωB97M-V/def2-TZVPD) results for a molecular structure, C29H24AsN5O5RhS at a distorted geometry.

Last column: natural (NBO) charge in e.
Atoms and positions in Å:
Rh 0.893 -0.267 -0.856  0.728
As -0.511 1.632 0.072  1.040
S 0.826 -0.015 -3.211  -0.125
O -0.348 -2.112 -0.599  -0.639
O 0.509 -2.171 3.999  -0.434
O -2.062 -3.627 3.486  -0.415
O -1.762 -4.484 0.613  -0.456
O 0.915 -0.699 1.362  -0.576
N 2.738 -1.695 -3.942  -0.764
N 2.983 -0.121 -0.414  -0.379
N 5.728 -0.019 -0.531  -0.410
N 0.800 -2.686 -3.235  -0.537
N 5.857 -2.314 -0.533  -0.778
C 3.693 -1.237 -0.414  -0.049
C -0.237 2.204 4.274  -0.211
C -1.606 4.317 0.381  -0.249
C 0.069 2.309 2.924  -0.153
C 5.099 -1.193 -0.477  0.368
C -1.336 1.462 4.681  -0.174
C -1.245 -3.274 2.688  0.391
C -3.667 -0.614 1.453  -0.216
C -2.366 5.408 -0.018  -0.193
C -2.604 4.452 -2.213  -0.184
C -2.667 -0.077 -1.097  -0.213
C -1.842 0.911 2.395  -0.096
C -2.876 5.467 -1.306  -0.189
C -0.448 -2.454 0.600  0.228
C -4.245 -1.193 0.334  -0.182
C 3.612 1.056 -0.468  -0.047
C 1.313 -4.041 -3.339  -0.439
C -1.842 3.362 -1.825  -0.254
C -2.088 0.502 0.021  -0.342
C -3.754 -0.926 -0.938  -0.201
C 1.502 -1.592 -3.452  0.357
C 4.997 1.084 -0.516  0.047
C -2.574 0.240 1.308  0.022
C -1.255 -3.553 1.180  0.387
C 0.228 -1.710 1.629  0.278
C -1.370 3.288 -0.521  -0.200
C -2.132 0.809 3.751  -0.182
C -0.063 -2.328 2.956  0.387
C -0.741 1.684 1.993  -0.318
H 2.078 -4.245 -2.585  0.207
H 0.391 2.687 5.010  0.228
H -4.214 -1.385 -1.803  0.226
H -0.079 -2.570 -2.749  0.455
H -5.088 -1.860 0.454  0.232
H 1.729 -4.222 -4.331  0.212
H -1.619 2.568 -2.530  0.215
H 3.011 1.952 -0.444  0.225
H -2.267 0.120 -2.085  0.220
H 3.164 -2.179 -0.310  0.210
H -2.991 4.508 -3.223  0.226
H -1.570 1.380 5.734  0.230
H 0.488 -4.728 -3.178  0.252
H 5.538 2.022 -0.543  0.221
H -3.482 6.311 -1.606  0.228
H -2.563 6.208 0.684  0.228
H 5.475 -3.208 -0.286  0.401
H -2.969 0.209 4.086  0.226
H 0.939 2.870 2.603  0.211
H 3.197 -0.865 -4.280  0.435
H 3.135 -2.590 -4.178  0.410
H -4.067 -0.838 2.434  0.227
H -1.214 4.261 1.388  0.228
H 6.853 -2.191 -0.456  0.420

Computed properties:
E: -4513.73667 a.u.
Net charge: +1
Energy above the lowest of the compared OMol25 structures with the same formula, charge and spin: 51.08 kcal per mole
Multiplicity: 1

---

DFT (ωB97M-V/def2-TZVPD) results for C4H10N2O3 in the gas phase at a distorted geometry.

Last column: natural (NBO) charge in e.
Atoms and positions in Å:
O 1.134 -1.239 -1.022  -0.699
O -1.323 -1.134 1.586  -0.696
O -0.495 -2.649 -0.350  -0.669
N 0.495 0.205 1.463  -0.635
N -1.245 0.064 -0.511  -0.676
C 0.003 -1.526 -0.334  0.771
C 1.491 1.086 0.882  -0.417
C -0.760 1.086 -1.411  -0.420
C -0.440 -0.536 0.730  0.469
H 0.063 0.579 2.300  0.386
H -1.445 1.169 -2.259  0.205
H 2.238 1.291 1.651  0.204
H 1.088 2.051 0.552  0.173
H 1.353 -2.018 -1.558  0.503
H -0.677 2.082 -0.958  0.172
H 0.209 0.779 -1.800  0.208
H -1.453 -2.042 1.242  0.513
H 1.984 0.585 0.052  0.222
H -2.221 0.166 -0.255  0.386

Computed properties:
SMILES: CNC(O)(NC)C(=O)O
E: -493.61590 a.u.
Net charge: 0
Energy above the lowest of the compared OMol25 structures with the same formula, charge and spin: 43.43 kcal per mole
Multiplicity: 1

---

DFT (ωB97M-V/def2-TZVPD) results for C12H12FN in the gas phase at a distorted geometry.

Last column: natural (NBO) charge in e.
Atoms and positions in Å:
F 2.846 -1.305 -0.196  -0.386
N 1.801 0.783 1.208  -0.601
C 2.094 1.468 -0.077  -0.299
C -2.033 -0.930 -0.958  -0.229
C -2.712 0.299 1.010  -0.205
C -0.744 -0.977 -0.439  0.050
C 0.513 -1.472 -1.075  -0.485
C 0.821 1.778 -0.868  -0.039
C -0.056 2.312 -1.506  -0.235
C 1.456 -1.494 0.138  0.212
C -0.447 -0.246 0.750  -0.020
C 1.008 -0.430 1.137  -0.123
C -1.398 0.468 1.435  -0.186
C -3.042 -0.329 -0.173  -0.207
H 2.765 0.905 -0.743  0.217
H 1.330 -2.495 0.611  0.174
H 2.644 0.657 1.681  0.369
H -4.064 -0.292 -0.489  0.212
H 0.947 -0.752 -1.751  0.231
H -1.158 1.031 2.297  0.220
H -0.754 2.470 -2.326  0.241
H -2.374 -1.396 -1.891  0.215
H 1.055 -0.815 2.122  0.212
H 2.562 2.438 0.206  0.230
H -3.515 0.740 1.537  0.206
H 0.454 -2.415 -1.638  0.225

Computed properties:
SMILES: C#CCN[C@H]1c2ccccc2C[C@H]1F
E: -618.99401 a.u.
Net charge: 0
Energy above the lowest of the compared OMol25 structures with the same formula, charge and spin: 6.25 kcal per mole
Multiplicity: 1

---

DFT (ωB97M-V/def2-TZVPD) results for a molecular structure, C17H28BF6N5O7S2 at a distorted geometry.

Last column: natural (NBO) charge in e.
Atoms and positions in Å:
S -0.131 5.342 0.848  2.212
S 0.076 7.964 0.696  2.202
F 0.107 2.781 0.107  -0.338
F 0.232 8.854 -1.810  -0.325
F 0.753 10.351 -0.305  -0.316
F 2.151 8.741 -0.783  -0.325
F -0.182 4.179 -1.548  -0.325
F 1.749 4.068 -0.545  -0.323
O 0.608 5.053 2.080  -0.916
O -1.328 8.380 0.740  -0.915
O -1.541 -5.761 -3.540  -0.230
O -1.583 5.172 0.949  -0.941
O -1.616 -3.759 -2.824  -0.415
O 0.842 8.263 1.909  -0.912
O -4.955 1.279 1.537  -0.912
N 0.378 6.576 -0.006  -1.177
N -1.675 -0.167 -0.025  -0.096
N -1.348 -1.356 -0.560  -0.113
N -2.328 -4.872 -3.190  0.381
N -3.229 -5.284 1.242  -0.816
C -0.019 -1.296 -1.350  -0.269
C 0.739 0.173 -1.098  -0.432
C 3.281 -1.209 0.283  -0.426
C 3.932 -3.521 1.591  -0.411
C 4.447 -2.385 0.514  -0.417
C 2.218 0.265 -1.803  -0.423
C -2.936 -0.305 0.697  -0.093
C 0.401 4.044 -0.319  0.708
C 0.826 9.019 -0.589  0.708
C -4.140 -4.378 0.388  -0.283
C -2.004 -2.654 -0.534  0.196
C -1.336 -3.924 -1.364  -0.170
C -3.877 -1.563 0.964  -0.128
C 3.441 -4.861 0.724  -0.637
C -3.367 -2.943 0.270  0.042
C 3.276 -0.893 -1.325  -0.425
C -2.473 2.370 1.793  -1.054
B -3.477 1.141 1.362  0.983
H -5.173 -4.299 0.976  0.246
H 2.129 0.196 -2.969  0.214
H 3.028 -3.076 2.225  0.196
H -1.366 1.948 1.737  0.252
H -3.018 -6.147 0.689  0.371
H 5.467 -1.907 0.902  0.223
H -1.837 -4.967 -1.071  0.237
H 2.686 1.330 -1.549  0.247
H -5.166 1.913 2.284  0.511
H -2.628 3.238 0.990  0.323
H -0.181 -4.071 -1.139  0.253
H -4.324 -4.840 -0.683  0.235
H -2.322 -4.747 1.391  0.363
H 0.921 0.328 0.072  0.242
H 0.756 -2.108 -0.972  0.240
H -2.704 2.841 2.855  0.270
H 2.240 -1.669 0.638  0.182
H 0.095 1.064 -1.560  0.261
H -4.847 -1.466 1.609  0.295
H 4.760 -3.814 2.385  0.220
H 3.607 -0.308 0.965  0.238
H 2.827 -4.568 -0.228  0.194
H 4.692 -2.964 -0.493  0.203
H -0.294 -1.401 -2.487  0.252
H 4.420 -5.397 0.372  0.220
H 3.108 -1.894 -1.929  0.198
H 2.846 -5.605 1.409  0.215
H 4.364 -0.499 -1.594  0.232

Computed properties:
E: -2884.91332 a.u.
Net charge: 0
Multiplicity: 1

---

DFT (ωB97M-V/def2-TZVPD) results for 2 unconnected molecules or ions with the total composition C5H8.

Last column: natural (NBO) charge in e.
Atoms and positions in Å:
C 0.576 1.384 0.202  -0.151
C -1.072 -0.240 -0.297  -0.451
C -0.619 1.200 -0.415  -0.119
C 0.867 0.281 0.937  -0.113
C -0.337 -0.631 1.044  -0.451
H 1.863 -0.049 1.229  0.205
H -1.286 1.984 -0.772  0.204
H 2.173 -0.644 -1.967  -0.011
H -0.996 -0.421 1.896  0.227
H -0.720 -0.894 -1.107  0.228
H 1.893 -0.016 -1.680  0.006
H -2.165 -0.322 -0.261  0.213
H -0.040 -1.685 1.109  0.213

Computed properties:
SMILES: C1=CCCC=1.[H][H]
E: -195.13048 a.u.
Net charge: 0
Energy above the lowest of the compared OMol25 structures with the same formula, charge and spin: 101.38 kcal per mole
Multiplicity: 1

---

DFT (ωB97M-V/def2-TZVPD) results for 12 unconnected molecules or ions with the total composition C4H35N3O11S at a distorted geometry.

Last column: natural (NBO) charge in e.
Atoms and positions in Å:
S -0.900 -3.751 -0.978  -0.029
O -0.318 2.957 0.194  -0.983
O 3.589 0.429 -0.901  -0.986
O 3.278 3.086 -0.681  -1.004
O -2.224 1.595 1.354  -1.006
O -1.827 -0.415 3.193  -0.961
O 1.576 0.121 -2.654  -0.939
O 1.339 2.765 -2.434  -0.970
O -1.043 -3.042 2.981  -0.959
O -4.279 -0.854 0.910  -0.991
O 2.832 -3.023 0.408  -0.953
O -2.588 2.471 -1.145  -0.989
N -2.404 -0.332 -1.577  -0.915
N 2.379 -0.226 2.113  -0.888
N 0.858 -0.201 0.203  -0.655
C -0.312 -0.911 -0.390  -0.101
C 0.086 -2.231 -1.029  -0.625
C 1.011 -0.578 1.670  -0.036
C -0.921 0.072 -1.462  -0.238
H -1.898 -3.443 2.888  0.497
H -2.089 0.799 1.846  0.500
H 4.372 0.129 -0.509  0.485
H -2.544 -1.068 -2.224  0.354
H -1.104 -1.150 0.304  0.206
H 1.434 1.769 -2.339  0.502
H 2.713 -3.853 0.915  0.483
H -2.595 1.316 0.486  0.500
H 2.825 3.187 0.119  0.463
H 2.033 -0.227 -1.916  0.494
H -1.395 -1.161 3.083  0.486
H 0.211 0.094 2.099  0.199
H -0.748 2.571 0.964  0.517
H -2.574 -0.385 3.704  0.488
H -0.344 0.233 -2.306  0.213
H -2.984 0.559 -1.887  0.400
H 1.693 -0.368 -0.329  0.351
H 2.520 3.046 -1.358  0.490
H -4.616 0.069 0.593  0.478
H 0.666 -1.628 1.770  0.117
H -3.217 3.259 -1.106  0.479
H 2.253 0.039 -3.327  0.489
H 0.608 3.032 -1.904  0.487
H -0.237 3.923 0.669  0.472
H -1.541 -3.672 -2.077  0.107
H -1.752 2.830 -0.862  0.502
H -3.521 -1.202 0.310  0.506
H 2.803 -2.295 0.997  0.484
H 0.445 -1.908 -2.087  0.238
H 2.260 0.415 2.910  0.376
H -0.576 -2.823 2.222  0.476
H -0.921 1.039 -0.855  0.209
H 2.900 0.279 1.356  0.390
H 1.087 -2.596 -0.588  0.279
H 3.700 1.259 -1.338  0.513

Computed properties:
SMILES: NCN[C@@H](CN)CS.O.O.O.O.O.O.O.O.O.O.O
E: -1563.37878 a.u.
Net charge: 0
Energy above the lowest of the compared OMol25 structures with the same formula, charge and spin: 0.00 kcal per mole
Multiplicity: 1

---

DFT (ωB97M-V/def2-TZVPD) results for a gas-phase ion, C7H18N3 (charge +1) at a distorted geometry.

Last column: natural (NBO) charge in e.
Atoms and positions in Å:
N -1.022 0.727 0.378  -0.233
N -0.119 -0.139 -0.389  -0.307
N 1.401 0.244 1.503  -0.875
C -2.344 -1.076 -0.192  -0.424
C -1.361 1.840 -0.526  -0.419
C -2.096 -0.150 0.957  -0.238
C 2.008 -1.436 -0.084  -0.657
C 1.917 1.059 -0.790  -0.648
C -0.902 -1.359 -0.686  -0.231
C 1.328 -0.086 0.060  0.280
H 1.661 0.700 -1.728  0.228
H -2.825 -2.051 0.060  0.263
H 3.060 0.911 -0.702  0.231
H -0.850 1.644 -1.434  0.249
H 1.855 -1.931 -0.991  0.235
H -1.175 2.818 -0.210  0.237
H -1.707 -0.789 1.708  0.236
H -0.425 0.994 1.160  0.465
H -2.381 1.702 -0.769  0.220
H -2.792 -0.541 -1.059  0.217
H 1.644 2.120 -0.657  0.230
H -0.441 -2.185 -0.195  0.205
H -0.919 -1.470 -1.759  0.221
H 1.837 -2.117 0.753  0.231
H 1.734 1.175 1.504  0.379
H -3.037 0.295 1.225  0.252
H 3.153 -1.392 0.087  0.251
H 1.940 -0.438 2.003  0.399

Computed properties:
SMILES: C[N@H+]1CCCN1C(C)(C)N
E: -441.46634 a.u.
Net charge: +1
Energy above the lowest of the compared OMol25 structures with the same formula, charge and spin: 79.45 kcal per mole
Multiplicity: 1

---

DFT (ωB97M-V/def2-TZVPD) results for a molecular structure, C19H35Br3F9N7O10P2S3 at a distorted geometry.

Last column: Mulliken charge in e.
Atoms and positions in Å:
Br 0.444 -4.743 0.908  -0.140
Br 0.275 1.823 4.485  -0.075
Br 3.099 1.728 0.586  0.007
S 0.649 2.571 -1.979  -0.220
S -2.159 5.817 3.950  0.935
S -1.352 8.315 4.097  0.954
P -0.887 -4.130 -0.850  0.142
P 0.787 0.596 -2.120  0.279
F 0.379 2.655 1.273  -0.054
F -1.844 4.742 1.532  -0.290
F 2.382 3.347 3.148  -0.232
F 0.030 10.534 3.535  -0.217
F -0.316 4.160 2.972  -0.138
F -2.317 3.289 3.095  -0.260
F -0.376 9.260 1.806  -0.240
F 1.147 8.678 3.251  -0.234
F 2.982 1.077 3.573  -0.257
O -0.789 -5.538 -1.932  -0.496
O -4.807 -1.705 -4.624  -0.346
O -3.587 5.993 3.670  -0.675
O 4.787 -4.557 -0.060  -0.360
O 2.455 0.138 -2.311  -0.262
O -1.853 5.335 5.299  -0.648
O -0.877 8.382 5.482  -0.640
O 0.009 0.230 -3.676  -0.535
O -2.602 9.039 3.845  -0.638
O -5.865 0.413 -5.258  -0.456
N -3.284 -1.075 0.560  -0.420
N -2.133 -1.116 -1.943  0.914
N -4.672 0.845 0.000  -0.821
N -2.404 1.315 0.752  -0.230
N -1.185 6.922 3.360  -0.205
N -0.291 -2.795 -1.783  0.566
N -0.103 -0.270 -0.843  0.596
C 1.812 1.952 3.211  0.632
C 3.717 -2.819 -2.423  -0.634
C 0.954 -2.944 -2.551  -0.961
C -0.098 9.232 3.145  0.644
C 3.639 -5.993 1.816  -0.654
C 1.400 1.600 1.628  -0.041
C -2.737 0.273 -1.638  -1.029
C -5.573 -0.485 -4.301  0.215
C -1.646 4.453 2.854  0.718
C 4.897 -5.048 1.353  -0.276
C 2.325 -3.296 -1.703  0.312
C 4.892 -2.302 -1.407  -0.523
C 4.999 -3.104 0.016  -0.335
C -0.832 -1.444 -1.534  -1.135
C -3.222 0.316 -0.037  0.291
C -3.409 -1.469 -4.229  -0.450
C 0.696 0.129 1.668  -0.786
C -3.063 -2.042 -2.694  -0.459
C 0.775 -0.746 0.286  0.272
H 4.942 -4.148 2.132  0.271
H 0.817 -3.854 -3.313  0.412
H 2.269 -2.958 -0.569  -0.174
H -4.628 1.840 -0.376  0.335
H -4.924 0.872 1.024  0.289
H -4.100 -2.035 -2.128  0.298
H -5.869 -0.320 -3.177  0.337
H 2.973 -6.385 0.919  0.137
H -2.032 1.157 -1.928  0.121
H 1.244 -2.023 -3.247  0.271
H -2.672 -3.128 -2.862  0.254
H 2.769 0.516 -3.185  0.296
H 5.882 -5.674 1.533  0.267
H -3.114 -0.327 -4.341  0.353
H 4.667 -1.159 -1.150  0.073
H 5.979 -2.298 -1.881  0.376
H -0.833 0.780 -3.772  0.426
H 3.545 -2.019 -3.292  0.269
H 3.961 -6.970 2.415  0.312
H -3.000 -1.102 1.563  0.270
H 0.374 -1.833 0.578  -0.229
H -2.452 1.001 1.754  0.231
H -2.726 -2.059 -4.976  0.330
H -3.748 0.455 -2.246  0.383
H 2.370 -4.489 -1.661  0.367
H -4.192 -1.556 0.380  0.274
H 6.061 -2.953 0.538  0.355
H 2.887 -5.424 2.547  0.119
H 4.152 -3.776 -2.987  0.355
H 1.906 -0.893 0.021  0.111
H -2.785 2.286 0.703  0.261
H -0.050 -6.126 -1.596  0.323
H 1.281 -0.503 2.495  0.478
H -0.427 0.168 2.068  0.177
H 4.226 -2.595 0.761  0.165

Computed properties:
E: -12378.33628 a.u.
Net charge: 0
Multiplicity: 1